# 1
A structure of composition C9H18FO9Tl at a distorted geometry. Source: the Open Molecules 2025 dataset; level of theory: ωB97M-V with the def2-TZVPD basis set.

Computed properties:
* F_max: 3.2 eV/A
* relative energy (zero: lowest compared OMol25 entry of this formula, charge and spin): 3.207 eV
* gap between HOMO and LUMO: 2.451 eV
* E_HOMO: -16.4756 eV
* E_tot: -1302.31313 Ha

The geometry in ORCA input format:
```
! wB97M-V def2-TZVPD RIJCOSX def2/J DEFGRID3
* xyz 2 1
Tl -3.28 -1.28 0.15
F -0.57 -0.51 -0.65
C 4.31 2.24 3.33
O 3.39 1.72 2.40
C 3.28 2.14 1.13
O 3.82 3.10 0.68
O 2.44 1.35 0.54
C 2.15 1.42 -0.80
H 5.31 1.88 3.07
H 3.97 1.82 4.28
H 4.31 3.33 3.28
H 1.51 2.26 -1.08
H 1.61 0.49 -1.00
H 3.03 1.58 -1.43
C -1.65 -5.95 2.57
O -0.51 -5.03 2.85
C -0.54 -3.81 2.27
O -1.40 -3.29 1.59
O 0.64 -3.33 2.63
C 1.22 -2.19 2.04
H -2.61 -5.46 2.73
H -1.69 -6.68 3.38
H -1.66 -6.60 1.70
H 0.93 -2.05 1.00
H 2.29 -2.42 2.03
H 1.15 -1.36 2.74
C -4.13 3.58 -3.79
O -4.18 2.47 -2.90
C -3.14 1.65 -2.72
O -3.19 0.56 -2.24
O -1.99 2.16 -3.27
C -0.85 1.31 -3.49
H -3.87 3.27 -4.80
H -3.33 4.30 -3.59
H -5.09 4.09 -3.84
H -1.06 0.25 -3.35
H 0.03 1.59 -2.91
H -0.61 1.40 -4.54
*
```

natural (NBO) charges in e:
1 Tl 0.992
2 F -0.430
3 C -0.263
4 O -0.399
5 C 0.968
6 O -0.446
7 O -0.363
8 C -0.265
9 H 0.226
10 H 0.229
11 H 0.239
12 H 0.239
13 H 0.248
14 H 0.231
15 C -0.296
16 O -0.430
17 C 1.007
18 O -0.580
19 O -0.390
20 C -0.267
21 H 0.208
22 H 0.232
23 H 0.227
24 H 0.222
25 H 0.247
26 H 0.227
27 C -0.274
28 O -0.447
29 C 1.015
30 O -0.548
31 O -0.444
32 C -0.259
33 H 0.210
34 H 0.211
35 H 0.240
36 H 0.228
37 H 0.208
38 H 0.249

# 2
A cluster of 2 separate species, C9H18FP in total at a distorted geometry. Source: the Open Molecules 2025 dataset; level of theory: ωB97M-V with the def2-TZVPD basis set.

Computed properties:
* F_max: 5.2 eV/A
* relative energy (zero: lowest compared OMol25 entry of this formula, charge and spin): 0.250 eV
* gap between HOMO and LUMO: 8.952 eV
* E_HOMO: -8.5472 eV
* SMILES string: CCCC/C=C(/C)F.[H]/P=C/C
* E_tot: -794.79770 Ha

The geometry in ORCA input format:
```
! wB97M-V def2-TZVPD RIJCOSX def2/J DEFGRID3
* xyz 0 1
C 0.20 -0.47 1.02
C 1.22 -0.65 -0.10
C -1.98 0.47 2.86
C 0.44 1.48 -2.12
C 1.73 -1.83 -2.32
C 0.21 0.94 1.67
C -0.53 1.07 3.03
C -0.50 0.27 -2.31
C 0.92 -1.47 -1.13
F -0.27 -2.11 -1.10
P -1.95 0.22 -1.42
H 0.38 -1.35 1.61
H 2.11 0.02 -0.11
H -2.44 1.18 2.12
H -1.83 -0.46 2.48
H -2.48 0.41 3.78
H 0.03 2.02 -1.23
H 1.45 1.03 -1.81
H 0.49 2.02 -3.07
H 2.27 -2.84 -2.16
H 1.16 -1.90 -3.19
H 2.72 -1.17 -2.24
H -0.27 1.56 0.89
H 1.26 1.17 1.84
H -0.52 2.01 3.62
H -0.02 0.32 3.76
H -0.40 -0.36 -3.22
H -0.81 -0.58 0.69
H -2.60 -1.00 -1.84
*
```

natural (NBO) charges in e:
1 C -0.462
2 C -0.270
3 C -0.600
4 C -0.668
5 C -0.690
6 C -0.399
7 C -0.384
8 C -0.548
9 C 0.418
10 F -0.355
11 P 0.354
12 H 0.221
13 H 0.220
14 H 0.201
15 H 0.197
16 H 0.205
17 H 0.217
18 H 0.219
19 H 0.225
20 H 0.233
21 H 0.229
22 H 0.236
23 H 0.202
24 H 0.201
25 H 0.213
26 H 0.182
27 H 0.213
28 H 0.228
29 H -0.039

# 3
A structure of composition C9H18MgO13P at a distorted geometry. Source: the Open Molecules 2025 dataset; level of theory: ωB97M-V with the def2-TZVPD basis set.

Computed properties:
* F_max: 6.1 eV/A
* <S²>: 0.76
* gap between HOMO and LUMO (spin up / spin down): 8.461 / 7.619 eV
* E_HOMO (spin up / spin down): -8.4635 / -8.2586 eV
* E_tot: -1873.37306 Ha

The geometry in ORCA input format:
```
! wB97M-V def2-TZVPD RIJCOSX def2/J DEFGRID3
* xyz 0 2
Mg 7.29 8.49 -2.90
P 9.02 9.82 -2.56
O 9.02 8.63 -3.55
O 8.29 9.12 -1.40
O 7.75 10.26 -3.33
O 9.83 11.14 -2.64
C 5.23 7.96 0.48
O 4.65 9.13 -0.09
C 4.79 9.50 -1.38
O 5.57 8.99 -2.15
O 4.13 10.55 -1.60
C 4.13 11.47 -2.71
H 4.75 7.04 0.14
H 5.20 7.95 1.57
H 6.27 7.84 0.17
H 5.09 11.97 -2.84
H 3.37 12.22 -2.49
H 3.99 11.01 -3.69
C 6.01 9.96 -6.25
O 5.18 8.78 -6.21
C 5.43 7.88 -5.25
O 6.29 7.93 -4.39
O 4.64 6.82 -5.58
C 4.57 5.73 -4.68
H 7.07 9.85 -6.51
H 5.91 10.58 -5.36
H 5.54 10.62 -6.99
H 5.40 5.13 -5.04
H 3.61 5.20 -4.71
H 4.67 5.90 -3.61
C 5.74 4.83 -0.43
O 7.15 4.92 -0.60
C 7.66 5.68 -1.44
O 7.11 6.51 -2.17
O 8.97 5.40 -1.25
C 9.87 6.22 -1.87
H 5.09 5.45 -1.05
H 5.36 4.89 0.59
H 5.45 3.82 -0.70
H 10.88 5.84 -1.77
H 9.90 7.20 -1.39
H 9.81 6.20 -2.96
*
```

natural (NBO) charges in e:
1 Mg 1.790
2 P 2.376
3 O -1.052
4 O -1.252
5 O -0.906
6 O -1.050
7 C -0.258
8 O -0.495
9 C 1.054
10 O -0.754
11 O -0.475
12 C -0.255
13 H 0.168
14 H 0.210
15 H 0.212
16 H 0.220
17 H 0.213
18 H 0.192
19 C -0.277
20 O -0.474
21 C 1.047
22 O -0.729
23 O -0.481
24 C -0.271
25 H 0.220
26 H 0.205
27 H 0.200
28 H 0.197
29 H 0.203
30 H 0.197
31 C -0.284
32 O -0.446
33 C 1.034
34 O -0.744
35 O -0.470
36 C -0.285
37 H 0.204
38 H 0.208
39 H 0.199
40 H 0.194
41 H 0.220
42 H 0.199

# 4
An isolated molecule of C9H18N2 at a distorted geometry. Source: the Open Molecules 2025 dataset; level of theory: ωB97M-V with the def2-TZVPD basis set.

Computed properties:
* F_max: 5.5 eV/A
* relative energy (zero: lowest compared OMol25 entry of this formula, charge and spin): 3.899 eV
* gap between HOMO and LUMO: 9.211 eV
* E_HOMO: -8.1568 eV
* SMILES string: CC(C)N1[C@@H](C)[C@H](C)[C@H]2CN21
* E_tot: -463.09257 Ha

The geometry in ORCA input format:
```
! wB97M-V def2-TZVPD RIJCOSX def2/J DEFGRID3
* xyz 0 1
C 1.34 -1.28 -1.59
C 1.73 -0.24 0.68
C 1.81 -0.08 -0.85
C 0.22 0.07 1.03
C 2.68 0.84 1.41
C -0.27 -0.57 2.25
C -2.50 -0.80 -1.50
C -1.90 1.50 -0.96
C -1.76 0.11 -0.40
N 0.47 -0.19 -1.41
N -0.46 -0.40 -0.20
H 1.69 -1.32 -2.67
H 1.12 -2.14 -1.06
H 1.95 -1.12 1.14
H 2.27 0.77 -1.31
H 0.09 1.11 0.97
H 2.45 1.82 1.12
H 3.79 0.62 1.08
H 2.59 0.90 2.47
H -1.26 -0.15 2.52
H 0.49 -0.30 3.16
H -0.40 -1.68 2.18
H -1.77 -1.53 -1.74
H -3.36 -1.27 -1.17
H -2.79 -0.28 -2.48
H -1.64 1.44 -1.98
H -1.36 2.28 -0.27
H -2.89 1.94 -0.90
H -2.34 -0.04 0.50
*
```

natural (NBO) charges in e:
1 C -0.240
2 C -0.211
3 C -0.119
4 C -0.068
5 C -0.600
6 C -0.615
7 C -0.603
8 C -0.629
9 C -0.056
10 N -0.259
11 N -0.321
12 H 0.200
13 H 0.211
14 H 0.203
15 H 0.221
16 H 0.177
17 H 0.200
18 H 0.207
19 H 0.208
20 H 0.216
21 H 0.211
22 H 0.227
23 H 0.215
24 H 0.202
25 H 0.196
26 H 0.222
27 H 0.189
28 H 0.215
29 H 0.203